[1]
64
Properties=species:S:1:pos:R:3:forces:R:3:mulliken_charge:R:1 method="wB97M-V/def2-TZVPD" charge=-1
C 0.06890 -2.09664 1.57136 0.596 1.505 -2.265 -0.993
C 0.39493 -1.45937 0.34928 -0.993 -0.844 2.794 0.171
C 0.88212 0.05317 0.31613 0.573 -1.075 0.492 -0.672
Ga 1.20178 0.82268 -1.57084 0.257 0.523 -0.094 -0.515
C 1.62059 2.86253 -1.31825 0.535 0.994 0.288 -0.622
C 0.85576 3.52016 -0.08438 1.003 -0.590 -0.530 -0.036
O 0.47011 4.91931 -0.30021 -1.250 -0.696 0.941 -0.416
C -0.96070 5.08028 -0.23585 -0.078 0.554 -1.164 -0.295
C -1.53438 4.75813 -1.70058 -0.034 0.211 0.492 -0.448
C -0.41721 0.70556 -2.84582 -0.712 0.218 -0.306 -0.553
C -1.76805 0.14884 -2.19863 0.244 -0.189 -2.480 -0.445
O -2.57738 1.27357 -1.77113 0.734 -1.169 1.456 -0.359
C -2.64451 1.38748 -0.33641 -1.136 0.780 -0.076 1.034
C -4.15100 1.07844 0.10533 0.448 0.355 0.916 -1.250
H 0.34640 -1.54550 2.52431 -0.727 -0.900 -1.172 0.218
H -0.47600 -3.09128 1.61532 1.049 1.201 -0.010 0.219
H 0.25759 -2.09482 -0.59087 0.149 1.247 1.108 0.164
H 0.21813 0.76100 0.91120 0.546 -1.229 -0.469 0.318
H 1.89959 0.06514 0.85195 -1.283 0.091 -0.738 0.444
H 2.44798 0.08625 -2.26927 0.072 0.157 0.101 -0.151
H 1.38608 3.38510 -2.31454 0.056 -0.525 1.468 0.260
H 2.73916 3.05109 -1.14876 -1.383 -0.264 -0.305 0.275
H 1.56941 3.52892 0.80417 -0.938 -0.142 -0.943 0.248
H -0.04066 2.88682 0.19795 0.754 0.930 -0.310 -0.075
H -1.45362 4.45155 0.57638 0.730 0.506 -1.009 0.205
H -1.19003 6.17155 0.03030 0.429 -1.393 -0.378 0.269
H -1.38434 5.65837 -2.37649 -0.175 -0.986 0.875 0.320
H -0.95197 3.89881 -2.17884 -1.060 0.985 0.891 -0.083
H -2.64620 4.54077 -1.62210 1.282 0.071 -0.357 0.248
H -0.65333 1.77419 -3.19736 0.165 -1.450 0.444 0.250
H -0.13516 0.14434 -3.80741 -0.477 0.489 1.381 0.328
H -2.35789 -0.35148 -3.05165 0.516 0.548 1.226 0.257
H -1.62610 -0.65188 -1.40992 -0.125 1.166 -0.534 0.251
H -1.89802 0.72523 0.19762 -0.888 0.607 -0.668 -0.129
H -2.39225 2.47440 -0.08329 -0.380 -1.393 -0.196 -0.437
H -4.91392 1.69965 -0.47462 1.206 -0.936 0.513 0.284
H -4.38591 -0.03396 0.03328 0.260 1.468 -0.041 0.293
H -4.26150 1.40205 1.20137 0.079 -0.597 -1.351 0.336
C 3.75250 -3.64686 -4.76193 0.389 -0.164 0.029 -0.550
C 2.34707 -4.19564 -4.64755 -0.316 -0.143 -0.289 -0.555
C 1.87713 -3.58303 -3.34157 0.078 0.213 0.340 -0.431
O 2.55026 -2.32673 -3.20716 0.077 -0.638 -0.359 -0.116
C 3.59228 -2.25249 -4.18516 -0.221 0.372 0.106 -0.501
H 4.14231 -3.64435 -5.78158 -0.008 0.022 0.044 0.313
H 4.43298 -4.23447 -4.13666 -0.010 0.030 -0.051 0.265
H 1.73512 -3.82451 -5.47610 0.011 -0.039 0.049 0.281
H 2.29828 -5.28627 -4.64956 -0.014 0.042 0.016 0.334
H 2.15706 -4.20750 -2.48557 -0.082 -0.100 -0.010 0.264
H 0.79643 -3.42402 -3.31775 0.056 0.094 0.062 0.230
H 3.27983 -1.53799 -4.95465 0.106 0.024 -0.029 0.294
H 4.50754 -1.88281 -3.71849 -0.116 0.062 0.058 0.279
C -1.71584 -1.28045 6.45355 -0.323 -0.241 0.121 -0.554
C -0.38743 -0.94341 7.09576 0.166 0.364 0.188 -0.528
C 0.57556 -1.79626 6.29236 0.122 -0.274 -0.207 -0.445
O 0.02298 -1.91871 4.97619 -0.158 0.097 0.462 -0.387
C -1.32854 -1.43908 4.99571 0.093 0.156 -0.353 -0.385
H -2.48456 -0.52202 6.60978 0.039 -0.038 -0.043 0.322
H -2.08840 -2.23189 6.84736 -0.015 0.061 -0.019 0.264
H -0.16153 0.11710 6.94601 0.009 -0.064 0.032 0.271
H -0.35045 -1.15206 8.16639 0.023 -0.005 -0.054 0.329
H 0.66244 -2.80345 6.71508 0.057 0.022 0.098 0.251
H 1.57382 -1.35724 6.23109 -0.036 -0.058 -0.102 0.273
H -1.35017 -0.47719 4.47269 -0.106 -0.030 -0.023 0.267
H -1.97510 -2.13910 4.46301 0.135 0.007 -0.057 0.301



[2]
68
Properties=species:S:1:pos:R:3:forces:R:3:mulliken_charge:R:1 method="wB97M-V/def2-TZVPD" charge=+2
Y 0.42439 -0.89136 -1.63062 0.310 -0.733 -0.375 0.945
N -2.26459 -2.99767 -4.30522 -0.035 0.060 -0.023 -0.327
C -1.52403 -2.12041 -3.66230 0.099 -0.145 0.195 0.796
O -0.88887 -2.48672 -2.62223 0.335 0.543 0.104 -0.771
C -1.40688 -0.71297 -4.18411 -0.076 0.160 0.059 -0.935
C -0.90266 0.28594 -3.12110 -0.142 0.245 -0.237 -0.909
H -2.31241 -3.95389 -3.98719 0.001 -0.016 0.007 0.274
H -2.77831 -2.73352 -5.13021 -0.027 -0.025 -0.008 0.229
H -2.36412 -0.41824 -4.62265 -0.012 -0.059 -0.055 0.476
H -0.71031 -0.77225 -5.02743 0.040 -0.008 0.007 0.340
H -1.76587 0.72571 -2.60474 -0.033 -0.050 0.035 0.331
H -0.43532 1.13076 -3.63739 -0.022 -0.002 -0.015 0.585
O 0.77726 -0.75797 0.48628 0.070 0.202 0.502 -0.969
P 0.03858 0.28273 1.35726 0.466 -0.380 -0.531 -0.592
N 0.13722 -0.13488 2.90356 0.016 -0.174 0.421 0.436
C -0.51153 0.59331 4.03116 -0.039 -0.164 -0.126 -0.448
C -0.70877 -0.47796 5.12035 0.021 0.053 0.013 -0.767
C -0.53853 -1.81243 4.39723 -0.042 -0.029 -0.022 -0.583
C 0.52126 -1.50480 3.35366 0.014 0.196 0.021 -0.527
N -1.45690 0.26425 0.64561 -0.599 0.055 -0.101 0.917
C -2.43834 1.36673 0.87163 0.105 -0.113 -0.055 -0.511
C -3.59677 0.69246 1.59035 -0.003 0.022 0.020 -0.545
C -3.66631 -0.66335 0.89426 0.005 -0.041 -0.021 -0.881
C -2.19604 -1.03927 0.67350 -0.025 0.163 0.003 -0.182
N 0.64468 1.76095 1.08944 -0.117 0.378 -0.051 0.263
C 0.76741 2.91767 2.02297 0.089 -0.141 -0.090 -0.309
C 0.59206 4.12145 1.10445 -0.010 0.055 0.020 -0.847
C 1.22565 3.65735 -0.20286 0.021 -0.009 -0.027 -0.722
C 0.73334 2.21516 -0.31374 0.118 0.031 0.098 0.483
H -1.46273 1.02285 3.70886 0.001 -0.018 -0.027 0.312
H 0.12554 1.40283 4.37917 0.036 0.001 0.041 0.246
H -1.67519 -0.37779 5.60936 -0.001 -0.010 -0.001 0.368
H 0.05750 -0.36567 5.88706 0.009 -0.006 -0.013 0.352
H -1.46940 -2.10388 3.90242 0.014 -0.003 0.016 0.200
H -0.24385 -2.62299 5.06106 0.001 0.024 0.013 0.435
H 0.54423 -2.19971 2.51915 -0.030 0.016 -0.041 0.246
H 1.51834 -1.46946 3.79633 0.006 0.003 0.018 0.403
H -2.76057 1.75939 -0.09510 -0.002 -0.007 -0.032 0.310
H -1.98312 2.18769 1.42494 0.007 -0.029 0.035 0.177
H -4.52224 1.26000 1.51499 0.006 -0.011 0.000 0.485
H -3.36314 0.56449 2.65012 -0.018 0.008 -0.007 0.153
H -4.17690 -0.56309 -0.06463 0.007 0.003 -0.006 0.329
H -4.19128 -1.42157 1.47178 -0.006 0.013 -0.007 0.384
H -2.07012 -1.58809 -0.26560 0.014 -0.034 -0.024 0.097
H -1.82214 -1.67456 1.47962 0.024 0.017 0.037 0.243
H 1.75366 2.91203 2.48749 0.025 -0.021 0.009 0.345
H 0.01949 2.87783 2.81007 -0.051 0.022 -0.029 0.295
H 1.05706 5.01704 1.51130 -0.005 -0.012 -0.005 0.463
H -0.46910 4.33118 0.95137 0.004 0.000 0.019 0.248
H 2.31365 3.67450 -0.12020 -0.002 -0.003 -0.003 0.332
H 0.93941 4.25387 -1.06675 -0.012 0.007 0.026 0.427
H 1.46527 1.60484 -0.86461 -0.009 -0.019 0.024 -0.679
H -0.23386 2.16457 -0.82368 -0.046 0.009 0.009 0.162
C 2.73572 -3.10468 -1.05188 -0.025 -0.018 0.008 -1.196
C 3.18282 -2.51962 -2.36786 0.050 0.175 -0.083 -0.354
O 2.63576 -1.17507 -2.54011 -0.527 0.009 0.273 -0.400
C 3.55707 -0.06442 -2.32647 0.008 -0.156 -0.025 -0.213
C 3.11107 1.09154 -3.18297 0.020 0.113 -0.058 -1.078
H 3.08715 -4.13044 -0.94644 0.050 0.016 -0.003 0.484
H 1.64274 -3.17172 -1.00888 -0.128 -0.137 0.070 0.393
H 3.08427 -2.52179 -0.20052 0.018 0.007 0.015 0.271
H 2.82295 -3.09919 -3.21483 -0.030 -0.032 -0.035 0.305
H 4.26574 -2.45355 -2.44099 0.034 -0.019 0.028 0.505
H 4.55133 -0.40802 -2.60460 0.034 0.055 -0.056 0.497
H 3.57556 0.17886 -1.25987 -0.017 0.013 0.026 0.224
H 3.16689 0.83652 -4.24006 0.023 -0.006 0.009 0.338
H 3.75120 1.95526 -2.99956 0.002 -0.023 -0.010 0.399
H 2.08395 1.40320 -2.96938 -0.014 -0.023 0.018 0.244



F_max: 3.083; 0.879 (eV/A)
LUMO energy: 2.63; -4.82 (eV)